Record 1
{
  "formula": "C44H32Cl4N6O2Rh",
  "method": "the ωB97M-V functional and the def2-TZVPD basis",
  "charge": -1,
  "spin_multiplicity": 5,
  "homo_energy_ev": [-2.73, -4.51],
  "gap_ev": [4.77, 5.23],
  "lumo_energy_ev": [2.04, 0.72],
  "de_lowest_kj_mol": 0.00,
  "fmax_ev_per_a": 0.40,
  "s2": 6.06,
  "e_tot_ev": -112283.0763,
  "species": ["Rh", "Cl", "C", "C", "Cl", "C", "Cl", "C", "O", "C", "O", "C", "Cl", "C", "C", "C", "C", "C", "C", "C", "N", "C", "N", "C", "C", "C", "C", "C", "C", "C", "N", "C", "C", "C", "C", "C", "C", "C", "H", "H", "H", "H", "H", "H", "H", "H", "H", "H", "H", "H", "H", "H", "H", "H", "H", "H", "H", "H", "H", "H", "N", "C", "C", "C", "C", "C", "C", "C", "C", "C", "C", "C", "C", "N", "C", "C", "C", "C", "N", "H", "H", "H", "H", "H", "H", "H", "H", "H", "H"],
  "coordinates": [[-0.734228, 0.085441, 1.278608], [-2.066883, -5.022684, 5.887717], [-2.128123, -3.535976, 5.018546], [-3.158837, -2.596628, 5.318398], [-4.302430, -2.969502, 6.553991], [-3.244383, -1.410947, 4.639421], [-4.467713, -0.252429, 4.970100], [-2.301895, -1.084968, 3.610636], [-2.326495, -0.024816, 2.953863], [-1.225674, -2.049631, 3.320427], [-0.391980, -1.753555, 2.429082], [-1.191425, -3.268896, 4.051794], [0.061619, -4.385521, 3.661206], [5.195448, -2.221837, -1.354016], [5.439633, -0.753988, -1.147357], [6.718580, -0.212128, -1.220031], [6.943191, 1.140424, -1.012421], [5.875522, 1.984474, -0.745054], [4.590218, 1.470312, -0.690248], [4.373357, 0.107420, -0.874820], [3.063132, -0.425008, -0.823061], [2.113031, -0.153873, 0.137115], [2.600833, 0.269652, 1.322824], [1.956764, 0.957268, 2.385097], [0.568965, 1.023131, 2.510680], [0.068766, 1.705260, 3.625228], [0.901916, 2.298465, 4.559636], [2.275441, 2.218174, 4.400657], [2.825046, 1.547917, 3.320382], [4.322941, 1.452097, 3.179093], [0.854297, -0.362345, -0.093547], [0.478402, -0.740703, -1.415704], [0.106845, 0.248301, -2.320972], [-0.276165, -0.097670, -3.605931], [-0.299781, -1.433338, -3.980239], [0.065661, -2.413291, -3.070858], [0.467561, -2.090562, -1.778241], [0.885921, -3.151057, -0.796664], [6.137854, -2.762450, -1.428301], [4.628215, -2.411157, -2.268969], [4.614727, -2.638545, -0.529454], [7.553508, -0.870221, -1.430210], [7.949818, 1.534771, -1.063560], [6.037247, 3.043771, -0.593645], [3.741985, 2.118603, -0.506772], [2.706797, -0.889471, -1.645379], [3.605115, 0.273654, 1.371735], [-1.004750, 1.770050, 3.750036], [0.479938, 2.822556, 5.409021], [2.938445, 2.675256, 5.127214], [4.810702, 1.955514, 4.012478], [4.685750, 1.919051, 2.258508], [4.670539, 0.413257, 3.179482], [0.092554, 1.278669, -1.984551], [-0.583112, 0.669706, -4.305051], [-0.625937, -1.713674, -4.973863], [0.018792, -3.458252, -3.356177], [0.451766, -4.112994, -1.068704], [0.565580, -2.899995, 0.214241], [1.974859, -3.267082, -0.775547], [-6.861081, 2.436787, -6.677167], [-6.219816, 2.177595, -5.756648], [-5.419660, 1.853639, -4.611999], [-5.921393, 1.019730, -3.612509], [-5.143357, 0.707341, -2.514977], [-3.843859, 1.213218, -2.367993], [-3.362720, 2.054804, -3.384213], [-4.127826, 2.370871, -4.487340], [-3.006460, 0.855492, -1.215884], [-2.384029, 1.932150, -0.504382], [-2.637968, 3.294241, -0.705070], [-1.815554, 4.018123, 0.181920], [-1.104241, 3.091961, 0.897865], [-1.440571, 1.815312, 0.508499], [-2.880662, -0.525271, -0.909133], [-3.454265, -1.626087, -1.582567], [-3.038655, -2.776592, -0.910181], [-2.210274, -2.349090, 0.120204], [-2.102280, -0.997817, 0.119451], [-6.926508, 0.627515, -3.699116], [-5.542140, 0.068854, -1.737885], [-2.361662, 2.455529, -3.293558], [-3.731281, 3.011765, -5.264409], [-3.355354, 3.705485, -1.396000], [-1.756995, 5.090071, 0.290030], [-0.373981, 3.257967, 1.670481], [-4.087124, -1.586101, -2.454712], [-3.301248, -3.798192, -1.139542], [-1.676541, -2.947330, 0.838966]],
  "atomic_forces_ev_per_a": [[-0.2, 0.3, 0.1], [0.0, 0.0, 0.0], [0.1, 0.0, 0.0], [0.0, 0.0, 0.0], [0.0, 0.0, 0.0], [0.0, 0.0, 0.0], [0.0, 0.0, 0.0], [0.2, 0.0, -0.1], [-0.2, -0.1, 0.2], [-0.2, 0.1, 0.0], [0.2, -0.1, 0.0], [0.0, 0.0, 0.0], [0.0, 0.0, 0.0], [0.0, 0.0, 0.0], [0.0, 0.0, 0.0], [0.0, 0.0, 0.0], [0.0, 0.0, 0.0], [0.0, 0.0, 0.0], [0.0, 0.0, 0.0], [-0.1, 0.0, 0.0], [0.0, 0.0, 0.1], [-0.1, -0.1, -0.1], [0.1, 0.1, 0.0], [-0.1, 0.0, 0.1], [0.0, 0.0, 0.0], [0.2, 0.0, 0.0], [-0.2, 0.0, 0.0], [0.1, 0.0, 0.0], [0.0, 0.0, 0.0], [0.0, 0.0, 0.0], [0.3, 0.0, -0.1], [0.0, 0.0, 0.0], [0.0, 0.0, 0.0], [0.0, 0.0, 0.0], [0.0, 0.0, 0.0], [0.0, 0.0, 0.0], [0.0, 0.0, 0.0], [0.0, 0.0, 0.0], [0.0, 0.0, 0.0], [0.0, 0.0, 0.0], [0.0, 0.0, 0.0], [0.0, 0.0, 0.0], [0.0, 0.0, 0.0], [0.0, 0.0, 0.0], [0.0, 0.0, 0.0], [0.0, 0.0, 0.0], [0.0, 0.0, 0.0], [0.0, 0.0, 0.0], [0.0, 0.0, 0.0], [0.0, 0.0, 0.0], [0.0, 0.0, 0.0], [0.0, 0.0, 0.0], [0.0, 0.0, 0.0], [0.0, 0.0, 0.0], [0.0, 0.0, 0.0], [0.0, 0.0, 0.0], [0.0, 0.0, 0.0], [0.0, 0.0, 0.0], [0.0, 0.0, 0.0], [0.0, 0.0, 0.0], [0.0, 0.0, 0.0], [0.0, 0.0, 0.0], [0.0, 0.0, 0.0], [0.0, 0.0, 0.0], [-0.1, 0.0, 0.0], [0.1, 0.0, 0.0], [0.0, 0.0, 0.0], [0.0, 0.0, 0.0], [-0.1, 0.1, -0.1], [0.0, 0.1, 0.0], [0.0, 0.0, 0.0], [0.0, 0.1, 0.0], [0.1, 0.0, 0.1], [0.0, -0.1, -0.2], [0.1, -0.1, 0.1], [-0.1, 0.0, 0.0], [0.0, 0.0, 0.0], [0.0, 0.1, 0.0], [-0.2, -0.1, -0.1], [0.0, 0.0, 0.0], [0.0, 0.0, 0.0], [0.0, 0.0, 0.0], [0.0, 0.0, 0.0], [0.0, 0.0, 0.0], [0.0, 0.0, 0.0], [0.0, 0.0, 0.0], [0.0, 0.0, 0.0], [0.0, 0.0, 0.0], [0.0, 0.0, 0.0]],
  "lowdin_spin": [1.5787, 0.0283, 0.1015, 0.0686, 0.0165, 0.0609, 0.0120, 0.1101, 0.3057, 0.1242, 0.2491, 0.0357, 0.0025, 0.0001, 0.0005, 0.0000, 0.0003, 0.0000, 0.0005, 0.0015, 0.0075, 0.0175, 0.0070, -0.0045, -0.0264, -0.0016, 0.0012, 0.0006, 0.0003, -0.0003, 0.0873, 0.0022, 0.0065, -0.0002, 0.0062, 0.0000, 0.0063, 0.0034, 0.0000, 0.0000, 0.0000, 0.0000, 0.0000, 0.0000, 0.0002, 0.0001, 0.0003, 0.0002, 0.0000, 0.0000, -0.0001, 0.0000, 0.0000, 0.0002, -0.0001, 0.0005, -0.0001, 0.0005, 0.0006, 0.0007, 0.0188, 0.0069, 0.0354, -0.0021, 0.0328, 0.0324, 0.0322, -0.0009, 0.2730, 0.0155, 0.1442, 0.0419, 0.1141, 0.1272, 0.0160, 0.1073, 0.0305, 0.0964, 0.0383, -0.0006, 0.0004, 0.0006, -0.0006, 0.0080, 0.0003, 0.0071, 0.0059, -0.0003, 0.0063]
}



Record 2
{
  "formula": "C25H41B2NO23",
  "method": "the ωB97M-V functional and the def2-TZVPD basis",
  "spin_multiplicity": 1,
  "homo_energy_ev": -8.47,
  "smiles": "CC[C@H](C)B(O)B(N)O.O=C1OCCO1.O=C1OCCO1.O=C1OCCO1.O=C1OCCO1.O=C1OCCO1.O=C1OCCO1.O=C1OCCO1",
  "gap_ev": 8.73,
  "lumo_energy_ev": 0.26,
  "fmax_ev_per_a": 1.18,
  "e_tot_ev": -76529.2611,
  "species": ["C", "C", "C", "C", "B", "O", "B", "N", "O", "H", "H", "H", "H", "H", "H", "H", "H", "H", "H", "H", "H", "H", "C", "C", "O", "C", "O", "O", "H", "H", "H", "H", "C", "C", "O", "C", "O", "O", "H", "H", "H", "H", "C", "C", "O", "C", "O", "O", "H", "H", "H", "H", "C", "C", "O", "C", "O", "O", "H", "H", "H", "H", "C", "C", "O", "C", "O", "O", "H", "H", "H", "H", "C", "C", "O", "C", "O", "O", "H", "H", "H", "H", "C", "C", "O", "C", "O", "O", "H", "H", "H", "H"],
  "coordinates": [[-4.631909, -1.980540, -0.947275], [-4.804255, -3.245998, -0.085160], [-5.503229, -4.426400, -0.766161], [-4.836739, -4.788943, -2.104838], [-7.061741, -4.281359, -0.914600], [-7.747824, -5.465954, -1.052768], [-7.926135, -2.807654, -0.965988], [-8.212226, -2.141842, -2.194574], [-8.430309, -2.218377, 0.199643], [-5.216004, -2.000902, -1.866194], [-3.589096, -1.755226, -1.161069], [-5.015235, -1.122848, -0.390119], [-5.276110, -2.985115, 0.860804], [-3.806084, -3.601285, 0.182419], [-5.351955, -5.297954, -0.118264], [-3.756088, -4.866280, -1.964620], [-5.038278, -4.056725, -2.885075], [-5.190131, -5.765481, -2.432142], [-8.660916, -5.388286, -0.770845], [-7.574608, -2.474307, -2.911941], [-8.025613, -1.148110, -2.090511], [-7.741299, -2.186712, 0.866421], [-3.636667, 0.818807, -5.255279], [-4.548118, 1.427859, -4.206844], [-5.639838, 0.498292, -4.185820], [-5.194024, -0.695781, -4.634205], [-5.811270, -1.710303, -4.571483], [-3.953902, -0.578015, -5.153703], [-2.579738, 0.975480, -5.061851], [-3.877698, 1.163830, -6.260907], [-4.094480, 1.453857, -3.214679], [-4.902606, 2.419037, -4.472623], [-0.678610, -2.000030, 0.975928], [-0.622815, -0.541470, 1.383985], [-2.006622, -0.245078, 1.625940], [-2.650461, -1.400426, 1.907995], [-3.767224, -1.478189, 2.303752], [-1.844959, -2.462133, 1.666623], [0.192778, -2.568325, 1.287079], [-0.834697, -2.129710, -0.096643], [-0.061314, -0.394073, 2.305271], [-0.224663, 0.113174, 0.615825], [3.219806, -0.031994, 4.892324], [3.614455, 1.367733, 4.454806], [3.610877, 1.242516, 3.022655], [2.810029, 0.213329, 2.682877], [2.475764, -0.041159, 1.566255], [2.441634, -0.485954, 3.769756], [2.616914, -0.054877, 5.795181], [4.079703, -0.690806, 5.000988], [2.880265, 2.123449, 4.735575], [4.598543, 1.670830, 4.800066], [4.619255, -3.278582, 1.176664], [5.761673, -4.208305, 1.550472], [6.494003, -3.417019, 2.497422], [5.655295, -2.506727, 3.031008], [5.911419, -1.800802, 3.955665], [4.482275, -2.490331, 2.365051], [3.686434, -3.790373, 0.961288], [4.869808, -2.617445, 0.346284], [5.416955, -5.115675, 2.047177], [6.402929, -4.473692, 0.715602], [7.213933, 1.462910, 2.033257], [6.295753, 1.250780, 0.844697], [6.648445, 2.345151, -0.012507], [7.903754, 2.742956, 0.299560], [8.546853, 3.522881, -0.326947], [8.323336, 2.138411, 1.431160], [7.546156, 0.543876, 2.507592], [6.778597, 2.117288, 2.789124], [6.501272, 0.316921, 0.316776], [5.242027, 1.295310, 1.102304], [11.413915, 4.826175, 4.125536], [11.366070, 3.740282, 3.063917], [10.327073, 2.891513, 3.560100], [9.517639, 3.617387, 4.355933], [8.464714, 3.247674, 4.769253], [10.066693, 4.826400, 4.614130], [11.666188, 5.808468, 3.737415], [12.084783, 4.576702, 4.948919], [11.066394, 4.121311, 2.086617], [12.290046, 3.178109, 2.966412], [-8.452803, 5.108560, -5.388542], [-7.466641, 5.679399, -4.384076], [-6.281570, 4.925333, -4.668394], [-6.356823, 4.470051, -5.941373], [-5.462130, 3.945742, -6.522157], [-7.588012, 4.684541, -6.449467], [-9.169038, 5.834340, -5.761458], [-8.984102, 4.237667, -5.003250], [-7.257361, 6.735464, -4.558142], [-7.760488, 5.533779, -3.349009]],
  "atomic_forces_ev_per_a": [[-0.6, 0.3, 0.6], [0.5, -0.2, -0.4], [0.1, 0.0, -0.1], [-0.1, -0.1, 0.3], [-0.1, 0.0, -0.2], [0.2, -0.3, 0.6], [-0.3, -0.1, 0.3], [1.2, -0.1, 0.2], [0.3, 0.5, -0.3], [0.2, -0.2, -0.2], [0.1, -0.1, -0.3], [0.1, 0.1, 0.0], [-0.1, -0.1, 0.0], [0.0, 0.0, 0.2], [-0.1, 0.0, 0.1], [0.1, 0.1, -0.1], [0.0, 0.0, -0.1], [-0.1, 0.0, -0.2], [-0.3, 0.0, -0.5], [-0.4, 0.1, -0.4], [-0.6, 0.1, -0.2], [-0.2, -0.3, 0.4], [0.0, 0.1, 0.0], [0.1, 0.1, 0.0], [0.0, 0.0, 0.0], [0.0, 0.0, 0.0], [0.0, -0.1, 0.0], [0.0, 0.0, 0.0], [0.0, -0.1, 0.0], [0.0, 0.0, 0.0], [0.0, -0.1, 0.0], [-0.1, 0.0, 0.0], [0.1, 0.0, -0.1], [0.1, 0.0, 0.0], [0.0, 0.0, 0.0], [0.0, 0.0, -0.1], [0.0, 0.1, 0.1], [0.0, 0.0, 0.0], [-0.1, 0.0, 0.1], [0.0, 0.0, 0.0], [0.0, 0.0, 0.0], [-0.1, 0.1, 0.0], [0.1, 0.0, 0.1], [0.0, -0.1, 0.1], [0.1, 0.1, 0.0], [0.1, -0.1, 0.0], [0.0, 0.0, -0.1], [-0.1, 0.0, 0.0], [-0.1, 0.0, -0.1], [0.0, 0.0, 0.0], [0.0, 0.0, 0.0], [0.1, 0.0, -0.1], [0.1, -0.1, -0.1], [-0.1, 0.0, -0.1], [0.0, 0.0, 0.0], [0.0, 0.0, -0.1], [0.0, 0.0, 0.0], [-0.1, 0.1, 0.0], [-0.1, 0.0, 0.1], [0.0, 0.0, 0.0], [0.0, 0.0, 0.0], [0.1, 0.1, 0.0], [-0.1, 0.0, 0.1], [-0.1, -0.1, 0.1], [0.0, 0.0, 0.0], [-0.1, 0.0, 0.1], [0.0, 0.0, 0.0], [0.1, 0.0, 0.0], [0.1, 0.0, 0.0], [0.0, 0.0, 0.0], [0.1, 0.0, 0.0], [0.0, 0.1, -0.1], [0.1, 0.0, -0.1], [0.0, 0.1, 0.0], [0.1, -0.1, 0.1], [0.0, 0.0, -0.1], [0.0, 0.0, 0.0], [0.0, 0.0, 0.0], [-0.1, 0.0, 0.0], [0.0, 0.0, 0.0], [0.0, 0.0, 0.0], [0.0, -0.1, 0.1], [0.0, 0.0, 0.1], [-0.1, 0.0, 0.0], [0.0, 0.0, 0.0], [-0.1, 0.0, 0.0], [0.1, -0.1, 0.0], [0.0, 0.0, 0.0], [0.1, 0.0, -0.1], [0.0, 0.0, 0.0], [0.0, 0.0, 0.0], [0.1, -0.1, 0.0]],
  "mulliken_charge": [-0.7906, -0.5857, 0.2231, -1.5247, 0.9284, -0.6276, -0.2459, -0.6255, -0.6270, 0.0169, 0.2603, 0.3491, 0.3862, 0.4339, 0.1531, 0.3955, 0.2926, 0.4238, 0.3122, 0.2825, 0.2142, 0.3439, -0.3212, 0.0880, -0.3111, 0.6766, -0.5262, -0.3482, 0.3158, 0.2515, 0.2486, -0.1019, -0.2297, -0.1009, -0.3698, 0.6854, -0.5342, -0.3573, 0.2207, 0.2374, 0.0599, 0.3700, -0.1783, -0.3555, -0.3643, 0.8666, -0.5665, -0.3074, 0.3335, 0.1253, 0.2548, 0.3026, -0.3121, -0.4010, -0.3550, 0.6073, -0.5297, -0.1490, 0.2711, 0.2519, 0.2759, 0.3111, -0.2589, -0.0004, -0.3673, 0.6314, -0.5539, -0.3203, 0.3106, 0.2269, 0.1536, 0.1320, -0.3275, -0.2855, -0.2727, 0.6949, -0.5438, -0.3386, 0.2941, 0.2514, 0.2345, 0.3008, -0.3066, -0.2918, -0.3375, 0.7113, -0.5325, -0.3275, 0.2852, 0.2615, 0.2655, 0.2879]
}



Record 3
{
  "formula": "C9H16NO2",
  "method": "the ωB97M-V functional and the def2-TZVPD basis",
  "charge": 1,
  "spin_multiplicity": 1,
  "homo_energy_ev": -12.47,
  "gap_ev": 9.83,
  "lumo_energy_ev": -2.64,
  "de_lowest_kj_mol": 575.80,
  "fmax_ev_per_a": 5.70,
  "e_tot_ev": -15165.8782,
  "species": ["C", "C", "C", "C", "C", "C", "C", "C", "C", "N", "O", "O", "H", "H", "H", "H", "H", "H", "H", "H", "H", "H", "H", "H", "H", "H", "H", "H"],
  "coordinates": [[-1.773523, 1.914227, 0.120153], [1.414902, 1.810185, 1.398251], [1.604686, -1.160235, -1.039742], [2.837924, -0.990965, -0.186300], [-2.707373, -1.191721, 0.208749], [-1.664328, -1.651843, -0.785444], [-1.545122, 0.833367, -0.656527], [1.479153, -0.428935, 0.231339], [1.289566, 1.134161, 0.230198], [-1.464898, -0.506680, -0.010061], [0.635269, -1.037237, 1.203371], [1.208025, 1.623498, -0.993452], [-1.777695, 1.912527, 1.120378], [-2.085069, 2.803666, -0.430358], [1.263883, 2.851406, 1.585512], [1.424459, 1.386173, 2.399278], [1.362348, -0.429791, -1.900937], [1.229774, -2.121516, -1.192063], [3.074287, -1.832643, 0.288891], [3.582313, -0.303468, -0.432694], [-3.665471, -0.816480, -0.105040], [-2.821325, -1.805451, 1.147728], [-0.986855, -2.538753, -0.514959], [-1.956262, -1.504533, -1.942346], [-1.592001, 0.768661, -1.663561], [-0.590121, -0.543072, 0.784998], [0.893153, -0.823600, 2.111804], [1.330313, 2.649060, -0.977171]],
  "atomic_forces_ev_per_a": [[-0.2, -1.2, -5.6], [-1.0, -0.6, -0.2], [-0.1, 3.3, -2.1], [-3.2, 2.3, -1.1], [-0.4, -2.9, 1.2], [-0.8, -2.7, -2.8], [-1.1, 0.7, 4.8], [0.0, 1.5, 0.1], [1.5, -1.4, 2.6], [1.7, 3.9, 1.4], [0.6, -0.3, 0.8], [0.4, 3.2, -1.0], [0.0, -0.1, 3.6], [0.5, 0.0, 0.4], [0.1, 0.8, -0.9], [0.4, -0.9, -0.4], [1.0, -1.6, 1.1], [-0.6, -1.4, 0.1], [1.3, -3.2, 1.8], [1.0, 0.9, -0.3], [0.2, 0.7, -0.4], [0.5, 0.9, -1.0], [-1.3, 1.5, -0.6], [1.0, -0.3, 2.9], [0.0, 0.1, -3.1], [-1.4, -0.7, -1.2], [0.2, 0.0, -0.1], [-0.4, -2.6, 0.0]],
  "nbo_charge": [-0.3384, -0.5548, -0.4381, -0.3781, -0.2324, -0.2397, -0.0180, 0.1621, 0.3195, -0.4595, -0.6883, -0.6761, 0.2080, 0.2337, 0.2240, 0.2104, 0.2478, 0.2330, 0.2266, 0.2397, 0.2488, 0.2386, 0.2512, 0.2499, 0.2064, 0.4943, 0.5172, 0.5119]
}